Record 1
C57H45N4O2P2S2SiSn as an isolated structure at a distorted geometry. Source: the OMol25 dataset; level of theory: ωB97M-V/def2-TZVPD.

Atoms and positions in Å:
Sn (-0.12080, 0.19050, 0.01310)
S (-4.46510, 2.37350, -0.32380)
S (-2.84970, -0.10160, 0.20990)
P (-0.45680, 0.33800, -2.86560)
P (2.24810, -1.16640, 1.02350)
Si (-0.03950, -2.34850, -0.97750)
O (2.54720, 1.47120, -0.21950)
O (1.06270, 5.32480, 0.08340)
N (-1.91280, 2.15140, -0.75580)
N (0.84670, 1.98670, 1.64300)
N (-0.42880, -0.18350, 2.52280)
N (1.39460, 3.01090, 1.02030)
C (0.61680, -1.16510, -4.96040)
C (0.75150, 1.58690, -3.45340)
C (-1.38210, 4.30320, -1.77990)
C (2.71710, 5.71760, -3.07290)
C (3.41280, 3.41260, -2.12250)
C (3.96700, -0.96030, 0.46490)
C (4.16130, -0.94960, -0.91130)
C (2.13540, 2.63070, -0.05980)
C (1.20720, -4.89700, -0.25010)
C (1.46900, 3.57990, -4.66140)
C (1.27130, -2.24200, -5.52550)
C (1.98290, 1.38680, -2.96230)
C (2.51870, -0.36190, 5.52960)
C (-0.89940, 0.89040, 4.60410)
C (-2.92830, 1.47750, -0.30910)
C (-1.41770, -1.41650, 4.30020)
C (-2.24690, 3.39810, -1.17130)
C (5.41440, -0.71550, -1.43910)
C (0.49720, 2.73950, -4.30480)
C (-0.93460, -1.29970, 3.01110)
C (-3.90340, 1.80540, -4.51190)
C (-2.66010, 1.72970, -3.91260)
C (1.98730, -1.89960, 3.76360)
C (2.42590, -0.97950, 2.81930)
C (1.22610, -3.51550, -0.09760)
C (2.89960, 3.40680, -4.25830)
C (0.69300, -2.22490, -2.77990)
C (1.68330, -3.29110, -4.71660)
C (-3.22650, 5.82990, -2.05780)
C (2.88760, 0.26290, 3.24790)
C (6.49500, -0.51130, -0.59530)
C (-1.96760, 0.52180, -3.86210)
C (2.16630, -2.98300, 0.78580)
C (-4.10260, 4.94140, -1.45650)
C (-3.81130, -0.53670, -4.99660)
C (3.05310, -5.16760, 1.25530)
C (2.03730, -1.59120, 5.11220)
C (-3.61230, 3.72480, -1.02670)
C (-4.47730, 0.67540, -5.06930)
C (2.10430, -5.71730, 0.40810)
C (1.39370, -3.27630, -3.36490)
C (-2.57460, -0.61740, -4.38630)
C (-0.37940, 0.91330, 3.29900)
C (3.11340, 2.31290, -3.19060)
C (0.23380, 2.09280, 2.77120)
C (2.94560, 0.56710, 4.59290)
C (-1.46820, -3.54850, -1.52770)
C (1.99600, 5.93290, -1.97700)
C (-1.41230, -0.28150, 5.10680)
C (3.08120, -3.79940, 1.44470)
C (5.06080, -0.80460, 1.30590)
C (0.33260, -1.14990, -3.59700)
C (2.41880, 3.70170, -1.02810)
C (-1.88180, 5.51110, -2.21960)
C (1.84230, 4.93170, -0.93150)
C (3.47800, 4.45440, -3.26580)
C (6.31820, -0.58060, 0.77490)
H (4.02570, 1.73450, -3.36920)
H (2.54730, -0.12420, 6.58460)
H (-0.34840, 4.02570, -1.91550)
H (3.50510, 3.29620, -5.16860)
H (3.81730, -3.35690, 2.10570)
H (-2.07300, -1.57200, -4.30220)
H (-3.59850, 6.77860, -2.41800)
H (-1.77640, -2.36530, 4.67130)
H (1.58890, -2.85020, 3.43970)
H (4.37330, 3.22080, -1.62750)
H (1.44490, 6.84880, -1.81800)
H (-0.50460, 2.89580, -4.67620)
H (7.16170, -0.45170, 1.43960)
H (3.31130, -1.11840, -1.55760)
H (1.46750, -2.26490, -6.58980)
H (-0.94980, -2.13540, 2.32460)
H (1.68870, -2.31080, 5.84200)
H (3.30560, 1.53470, 4.91450)
H (-2.24720, 2.61210, -3.45220)
H (-5.44950, 0.73160, -5.53880)
H (-1.94560, -4.03450, -0.68290)
H (0.19340, 3.01850, 3.34910)
H (-4.43540, 2.74680, -4.52430)
H (-4.26800, -1.42970, -5.40220)
H (-1.80090, -0.32800, 6.11610)
H (4.93410, -0.84960, 2.37880)
H (3.18440, 0.98480, 2.50190)
H (-0.87440, 1.79170, 5.20180)
H (-1.11740, -4.31400, -2.21510)
H (-1.21750, 6.22090, -2.69260)
H (2.18300, 0.53480, -2.33220)
H (2.07490, -6.78810, 0.25580)
H (-5.14900, 5.18160, -1.33710)
H (-2.23190, -2.97150, -2.03960)
H (5.55240, -0.68280, -2.51060)
H (1.70990, -4.10290, -2.74230)
H (0.46910, -5.33780, -0.90100)
H (7.47370, -0.30130, -1.00340)
H (3.76610, -5.80080, 1.76640)
H (2.20830, -4.13280, -5.14840)
H (4.51290, 4.69750, -3.52900)
H (0.29990, -0.33790, -5.58320)
H (2.77360, 6.45690, -3.86180)
H (0.99920, 4.53010, 0.70560)
H (1.26360, 4.40810, -5.32880)

Its energy relative to the best compared isomer or geometry (same formula, charge and spin) is 24.6 kcal/mol. The value obtained for the HOMO energy is -3.478 eV. Its electronic energy is -4551.539980 hartree. The orbital gap is 5.85 eV. Its total charge is -1.

=====

Record 2
C57H47IN4O2PbS2SbSe2Te2 as an isolated structure at a distorted geometry. Source: the OMol25 dataset; level of theory: ωB97M-V/def2-TZVPD.

Atoms and positions in Å:
Pb (14.45735, 17.35353, 14.08572)
I (16.55879, 16.04526, 16.68486)
Te (12.67584, 21.04821, 13.69214)
Te (14.06224, 21.19553, 16.05526)
Sb (11.47269, 14.44810, 10.34141)
Se (14.79620, 18.72067, 16.53206)
Se (14.22760, 20.53586, 11.75289)
S (15.81026, 10.78595, 10.19603)
S (19.95018, 21.70559, 12.36754)
O (10.48805, 21.03066, 9.86563)
O (10.14292, 19.49037, 17.90966)
N (16.74575, 17.82967, 13.16663)
N (9.81418, 16.87734, 16.87789)
N (9.12691, 14.52661, 16.51113)
N (15.73143, 15.30806, 12.65753)
C (13.77234, 15.33274, 6.78267)
C (13.13293, 14.79772, 7.98946)
C (8.44027, 17.36765, 12.92482)
C (11.97762, 15.34783, 8.50837)
C (11.88699, 17.34506, 11.52608)
C (9.75098, 17.72196, 12.61618)
C (10.18438, 17.15134, 8.30923)
C (17.52535, 22.22386, 12.89803)
C (13.76065, 15.23957, 15.22402)
C (16.86015, 15.17408, 10.59044)
C (8.67137, 15.33282, 11.76783)
C (15.07652, 11.90113, 11.26867)
C (9.00116, 11.68501, 7.89337)
C (8.95649, 10.87343, 10.10182)
C (13.23510, 16.49218, 6.25961)
C (18.34320, 21.17329, 12.54164)
C (11.72149, 13.87295, 14.99120)
C (12.43686, 15.07194, 14.77152)
C (15.49367, 13.28396, 11.40371)
C (13.98475, 11.35259, 11.95836)
C (14.33713, 14.20629, 15.97710)
C (11.48984, 16.59081, 7.95842)
C (10.01199, 15.61156, 11.45456)
C (9.54048, 15.55738, 16.81914)
C (11.22358, 21.84914, 10.08105)
C (12.32724, 12.82194, 15.65936)
C (15.22622, 14.12299, 12.52980)
C (18.21146, 23.46626, 12.90107)
C (7.87404, 16.13481, 12.57728)
C (9.76387, 11.95352, 10.53585)
C (8.66036, 17.59716, 17.49905)
C (13.64784, 12.97412, 16.16061)
C (18.30915, 19.13134, 11.22584)
C (14.21774, 11.79583, 16.77240)
C (16.62718, 15.85286, 11.78604)
C (13.92286, 9.95360, 11.68396)
C (10.12620, 12.04242, 11.99432)
C (11.14723, 17.27250, 17.42081)
C (8.61993, 10.72940, 8.78076)
C (16.22561, 13.92674, 10.45127)
C (8.97769, 19.06710, 17.25950)
C (17.73638, 15.77314, 9.61733)
C (10.22229, 12.84841, 9.61814)
C (10.53202, 16.88426, 11.84826)
C (16.12369, 13.09423, 17.38846)
C (9.87182, 12.70089, 8.28683)
C (17.90771, 17.77164, 11.04553)
C (14.84773, 9.50005, 10.79278)
C (19.56472, 23.31283, 12.65093)
C (17.91093, 19.80285, 12.34445)
C (18.24448, 17.01526, 9.80787)
C (15.41048, 11.85004, 17.38633)
C (17.11206, 17.22434, 12.01665)
C (11.28095, 18.82554, 17.34330)
C (17.04883, 19.13303, 13.32058)
C (12.14504, 17.09133, 6.82865)
C (15.58236, 14.16825, 16.67740)
H (8.19966, 19.76781, 17.64677)
H (13.42833, 11.82316, 12.75964)
H (9.71058, 16.56397, 9.09552)
H (12.20024, 19.13075, 17.86790)
H (15.77167, 10.92531, 17.88778)
H (8.10629, 9.78752, 8.42072)
H (8.22551, 14.43074, 11.49888)
H (16.62509, 19.63715, 14.16849)
H (11.66132, 12.05049, 15.95356)
H (8.70907, 10.10409, 10.83950)
H (13.72026, 16.99219, 5.37899)
H (11.23062, 16.98973, 18.49923)
H (10.69739, 13.75881, 14.70771)
H (14.97160, 8.44866, 10.53026)
H (12.27692, 18.05493, 12.17373)
H (18.90473, 17.40077, 9.10283)
H (18.03741, 15.20895, 8.73960)
H (11.09127, 12.50793, 12.16884)
H (17.05601, 13.10431, 17.91667)
H (13.65189, 10.90884, 16.71758)
H (8.72673, 11.67343, 6.84604)
H (11.71702, 17.98575, 6.40241)
H (10.18573, 13.48643, 7.49953)
H (11.85515, 15.85733, 14.30788)
H (10.30924, 18.14982, 8.69603)
H (10.13432, 11.11087, 12.52508)
H (13.67191, 14.11753, 8.56144)
H (16.53893, 13.43455, 9.49159)
H (16.48672, 22.08844, 13.17920)
H (9.40010, 12.63375, 12.56377)
H (20.35807, 24.01845, 12.79909)
H (9.12213, 19.27253, 16.17978)
H (9.63037, 17.16017, 7.38442)
H (18.89611, 19.56064, 10.43135)
H (10.19338, 18.73654, 12.82451)
H (17.64308, 24.36175, 13.13502)
H (14.66305, 13.85941, 13.45265)
H (11.91669, 17.93567, 10.64162)
H (11.36946, 19.14880, 16.32598)
H (6.84709, 15.84266, 12.88972)
H (14.75245, 14.92187, 6.50084)
H (13.24215, 9.24759, 12.07296)
H (12.55839, 16.47165, 11.42254)
H (7.80511, 17.27778, 16.89536)
H (7.81053, 18.03338, 13.42530)
H (11.83705, 16.80457, 16.74739)
H (8.55675, 17.30945, 18.57939)

Its energy relative to the best compared isomer or geometry (same formula, charge and spin) is 29.0 kcal/mol. The value obtained for the HOMO energy is -3.931 eV. Its electronic energy is -9435.836501 hartree. The orbital gap is 5.34 eV. Its total charge is -1.

=====

Record 3
C57H48FN6PSTi as an isolated structure. Source: the OMol25 dataset; level of theory: ωB97M-V/def2-TZVPD.

Atoms and positions in Å:
Ti (-0.41656, -1.32219, 0.37718)
S (-3.34658, -1.97519, 0.22443)
P (0.30753, 2.29893, -1.27084)
F (4.33461, -5.31502, -0.87062)
N (-0.38613, -3.34053, 3.21576)
N (-0.91733, -1.09062, 2.42204)
N (-0.91391, -3.53067, 0.89503)
N (-2.06699, 0.75132, 0.58032)
N (1.78072, 2.41311, 2.39347)
N (-1.64276, 1.20485, 2.87319)
C (-0.17533, 0.76918, -2.20732)
C (-2.09110, 5.32195, -2.65218)
C (-3.88817, 2.87701, 0.58663)
C (-1.53140, 4.27848, -1.92795)
C (-4.73126, -1.26973, -2.06416)
C (0.19556, -1.99185, 5.84329)
C (2.49715, -4.07766, -1.67722)
C (-0.28289, -1.46239, 4.65820)
C (-1.24991, -6.27613, 1.29035)
C (4.01664, 3.97757, -1.31835)
C (2.75055, 1.97127, -2.75219)
C (-0.26114, 5.21780, -4.19484)
C (-0.57814, -0.42232, -1.55064)
C (-3.11936, 2.60042, 1.69142)
C (-2.24910, 1.50122, 1.65954)
C (-0.90735, -0.14895, -4.34563)
C (-1.21522, -4.36253, -0.11469)
C (3.09651, -4.00789, 0.65308)
C (0.87579, 3.14360, 3.31987)
C (-1.38994, -5.71501, 0.02364)
C (2.41664, 0.21047, 1.53331)
C (-0.75400, -4.07213, 2.10102)
C (-0.24828, 0.16390, 6.86483)
C (2.73543, 3.56973, -0.97667)
C (4.50055, -0.23361, 0.38810)
C (-2.84712, 1.01762, -0.47684)
C (1.80344, 0.91704, 2.69433)
C (-5.23346, -1.48058, -3.33932)
C (-4.04616, -2.27398, -1.36706)
C (3.76018, -0.42468, -0.76982)
C (-1.14867, -1.41532, -2.34097)
C (-5.08114, -2.71135, -3.96403)
C (-4.44727, -3.73587, -3.27419)
C (-0.92428, -5.44589, 2.33051)
C (-3.76244, 2.04738, -0.52116)
C (-1.45813, 5.79335, -3.79135)
C (4.03976, 2.35750, -3.08609)
C (1.20488, -2.68595, -0.14540)
C (-0.74861, 0.67264, 5.67356)
C (3.81554, 0.12216, 1.52955)
C (2.04955, -3.12757, 0.87948)
C (-0.34315, 3.67403, -2.33147)
C (2.37930, -0.38871, -0.72773)
C (2.08250, 2.56487, -1.68548)
C (1.45185, -3.19420, -1.42055)
C (-0.35707, 0.87707, -3.58481)
C (3.12810, 3.03566, 2.38386)
C (-3.94914, -3.52288, -1.99638)
C (3.30593, -4.46400, -0.63326)
C (0.22329, -1.14915, 6.94631)
C (0.29180, 4.17198, -3.47122)
C (-1.32760, -1.30205, -3.71617)
C (1.61311, -0.16617, 0.43815)
C (-1.16925, 0.05294, 3.17435)
C (4.67612, 3.36447, -2.37392)
C (-0.73313, -0.16700, 4.57332)
C (-0.50874, -2.07702, 3.33153)
H (-1.37993, -7.33865, 1.44812)
H (-2.73718, 0.36251, -1.32514)
H (-4.35818, 2.19186, -1.41211)
H (-3.49807, -4.34367, -1.45472)
H (-0.23617, 0.78493, 7.75150)
H (-3.01846, 5.77155, -2.31931)
H (2.20558, 4.08095, -0.17526)
H (-1.82590, -2.09474, -4.26140)
H (-1.88754, 6.61057, -4.35664)
H (3.01696, 4.09947, 2.18917)
H (0.76116, 0.67080, 2.79126)
H (-4.35145, -4.71583, -3.72763)
H (-1.30578, -3.91751, -1.09110)
H (3.57932, 2.87999, 3.36219)
H (0.84188, -2.88635, -2.26181)
H (1.23109, 3.74706, -3.80066)
H (4.49466, 4.78362, -0.77479)
H (2.31411, 0.78594, 3.64981)
H (0.52575, -3.02048, 5.89585)
H (-2.02080, 3.92737, -1.03049)
H (1.86550, -0.61935, -1.64900)
H (-0.11439, 2.69185, 3.28294)
H (-3.19344, 3.16806, 2.60796)
H (-1.57265, -2.29018, -1.86465)
H (-0.77953, -5.80395, 3.33884)
H (0.24776, 5.58581, -5.07693)
H (1.91356, -2.76775, 1.89551)
H (5.67507, 3.67808, -2.64788)
H (0.59996, -1.51630, 7.89231)
H (-5.47166, -2.87647, -4.96002)
H (-0.06593, 1.78666, -4.09458)
H (4.54749, 1.87617, -3.91276)
H (1.39640, 2.47211, 1.43844)
H (-5.75410, -0.67703, -3.84720)
H (4.25889, -0.64826, -1.70547)
H (-1.02580, -0.02241, -5.41438)
H (-1.62516, -6.31327, -0.84507)
H (2.68529, -4.45728, -2.67352)
H (1.28825, 3.06206, 4.32444)
H (4.36034, 0.33716, 2.44464)
H (3.73175, 2.57793, 1.60752)
H (-1.14972, 1.67540, 5.60157)
H (5.57829, -0.33331, 0.39170)
H (0.83432, 4.18851, 3.01951)
H (3.74842, -4.33367, 1.45348)
H (-4.88580, -0.31511, -1.57813)
H (2.25433, 1.19511, -3.32375)
H (-4.58332, 3.70734, 0.58853)

Its energy relative to the best compared isomer or geometry (same formula, charge and spin) is 11.5 kcal/mol. The value obtained for the HOMO energy is -6.559 eV. Its electronic energy is -4218.240013 hartree. The orbital gap is 6.03 eV. Its total charge is 0.